The following is a quantum chemistry calculation of a 12-piece molecular cluster, C43H85F5O29 overall at a distorted geometry, from the OMol25 dataset.

SMILES string = O=C1OC[C@@H](F)O1.O=C1OC[C@@H](F)O1.O=C1OC[C@@H](F)O1.O=C1OC[C@@H](F)O1.O=C1OC[C@@H](F)O1.COCCOC.COCCOC.COCCOC.COCCOC.COCCOC.COCCOC.COCCOC
LUMO energy = 0.3 eV
relative energy (zero: lowest compared OMol25 entry of this formula, charge and spin) = 0.1680 eV
2S+1 = 1
charge = 0

Last column: Löwdin charge in e.
Atoms and positions in Å:
F1 -23.810 -3.841 18.364  0.086
F2 -21.453 -6.515 17.395  -0.029
F3 -24.943 -0.944 12.280  0.049
F4 -16.175 -6.509 12.593  0.066
F5 -20.602 -2.172 14.184  0.100
O1 -22.128 -2.515 19.345  0.060
O2 -24.192 -8.010 17.816  0.090
O3 -28.153 -6.944 14.882  -0.177
O4 -22.356 -3.931 21.067  0.087
O5 -17.345 0.534 10.186  -0.192
O6 -23.320 -2.466 12.278  0.168
O7 -19.101 -3.539 17.804  -0.216
O8 -21.849 -0.891 12.436  0.034
O9 -22.132 -1.691 21.455  0.194
O10 -20.882 -8.878 11.523  -0.184
O11 -18.427 -1.750 8.371  -0.160
O12 -25.387 -0.057 15.632  -0.191
O13 -20.248 -0.969 17.032  -0.200
O14 -28.324 -5.435 17.397  -0.199
O15 -17.315 -4.604 12.950  0.100
O16 -21.367 -2.766 11.217  0.152
O17 -16.768 -3.304 14.775  0.180
O18 -25.668 1.076 18.490  -0.200
O19 -22.300 3.048 12.146  -0.201
O20 -24.285 -7.507 20.047  0.183
O21 -19.930 -9.116 15.696  -0.190
O22 -15.317 -3.703 13.164  0.086
O23 -19.478 -6.654 10.354  -0.197
O24 -21.560 -5.240 14.557  0.042
O25 -23.637 -4.865 15.313  0.130
O26 -21.998 -3.295 15.439  0.140
O27 -22.138 -11.004 15.198  -0.201
O28 -22.321 -7.952 19.023  0.124
O29 -19.402 2.498 12.677  -0.198
C1 -15.278 -4.454 11.955  -0.050
C2 -22.865 -0.452 13.268  -0.073
C3 -19.525 -1.174 18.216  -0.199
C4 -28.065 -5.667 14.351  -0.125
C5 -16.504 -5.316 12.011  -0.281
C6 -18.599 -1.546 9.722  -0.242
C7 -22.298 -12.322 15.813  -0.055
C8 -20.703 -6.494 11.015  -0.238
C9 -22.098 -2.135 11.931  -0.543
C10 -19.666 -9.507 11.195  -0.109
C11 -25.812 1.760 17.200  -0.205
C12 -28.787 -5.091 18.650  -0.109
C13 -19.734 -10.390 15.058  -0.175
C14 -18.196 -4.602 17.910  -0.124
C15 -25.859 -1.057 16.492  -0.095
C16 -24.866 1.143 16.224  -0.188
C17 -26.910 1.106 19.215  -0.095
C18 -22.227 -2.628 20.757  -0.518
C19 -17.394 -0.897 10.377  -0.194
C20 -18.769 -8.658 16.297  -0.124
C21 -20.787 -7.543 12.060  -0.189
C22 -18.759 -0.582 7.638  -0.083
C23 -27.994 -6.797 17.332  -0.226
C24 -22.909 4.195 12.731  -0.092
C25 -27.339 -7.161 16.048  -0.187
C26 -22.212 -4.757 19.876  -0.002
C27 -18.492 -2.225 17.953  -0.154
C28 -20.634 -3.169 15.074  -0.269
C29 -23.685 -7.781 19.064  -0.526
C30 -16.499 -3.825 13.751  -0.553
C31 -21.902 -7.902 17.669  -0.184
C32 -21.215 3.377 11.315  -0.221
C33 -20.277 -4.557 14.506  -0.001
C34 -22.508 -4.457 15.124  -0.581
C35 -23.943 -1.537 13.049  -0.272
C36 -22.518 -3.745 18.762  -0.307
C37 -16.139 1.022 10.754  -0.115
C38 -20.994 -10.829 14.360  -0.198
C39 -19.623 1.519 13.691  -0.091
C40 -20.151 2.310 11.474  -0.185
C41 -19.431 -5.964 9.123  -0.101
C42 -23.129 -8.062 16.891  -0.076
C43 -21.300 -0.046 17.169  -0.086
H1 -19.905 -4.551 13.493  0.114
H2 -19.630 -5.167 15.147  0.133
H3 -20.858 -5.510 11.474  0.115
H4 -19.068 -7.757 16.810  0.066
H5 -22.976 -5.491 19.784  0.100
H6 -27.250 2.139 19.480  0.103
H7 -27.039 -5.484 14.002  0.089
H8 -23.806 3.831 13.314  0.103
H9 -26.834 1.665 16.786  0.136
H10 -19.891 -7.451 12.789  0.154
H11 -19.014 -10.325 14.228  0.117
H12 -20.669 1.666 14.107  0.092
H13 -20.030 -6.490 8.298  0.114
H14 -17.912 -2.346 18.889  0.138
H15 -18.761 -5.453 17.553  0.054
H16 -21.757 -7.294 12.547  0.137
H17 -28.960 -7.356 17.495  0.145
H18 -20.718 4.337 11.576  0.132
H19 -18.427 -2.543 10.146  0.115
H20 -21.611 0.229 16.136  0.078
H21 -16.109 2.093 10.616  0.087
H22 -22.275 4.773 13.410  0.087
H23 -17.232 -4.457 17.367  0.098
H24 -19.560 0.472 13.338  0.086
H25 -28.110 -5.554 19.302  0.065
H26 -23.156 -7.165 16.237  0.137
H27 -19.989 -2.958 15.986  0.151
H28 -16.484 -1.310 9.931  0.122
H29 -21.895 -3.794 17.893  0.136
H30 -21.543 3.526 10.267  0.131
H31 -17.909 -8.538 15.607  0.105
H32 -17.023 -5.436 11.064  0.159
H33 -28.720 -4.054 18.787  0.072
H34 -22.943 -12.166 16.648  0.074
H35 -27.159 -8.255 16.109  0.139
H36 -23.231 0.539 13.012  0.140
H37 -22.092 -0.527 17.721  0.074
H38 -17.915 -5.020 18.916  0.099
H39 -17.848 -2.056 17.141  0.107
H40 -25.103 -1.336 17.222  0.091
H41 -29.840 -5.509 18.698  0.118
H42 -21.369 -12.636 16.229  0.068
H43 -20.714 1.391 11.642  0.104
H44 -21.218 -5.122 19.945  0.132
H45 -18.923 1.821 14.463  0.085
H46 -19.112 -0.209 18.492  0.131
H47 -27.648 0.521 18.746  0.064
H48 -15.306 -3.739 11.104  0.150
H49 -26.555 0.760 20.143  0.073
H50 -18.923 -0.954 6.638  0.084
H51 -28.231 -4.934 15.140  0.074
H52 -19.428 2.221 10.656  0.121
H53 -19.865 -10.495 10.822  0.081
H54 -21.022 -8.471 17.464  0.129
H55 -26.418 -6.673 15.931  0.101
H56 -25.585 2.843 17.229  0.129
H57 -22.745 -13.014 15.081  0.097
H58 -19.563 -1.195 10.084  0.122
H59 -21.373 -10.111 13.701  0.099
H60 -14.385 -5.070 12.033  0.146
H61 -23.086 4.843 11.910  0.068
H62 -23.973 0.941 16.830  0.116
H63 -19.110 -8.900 10.487  0.078
H64 -16.110 0.847 11.808  0.073
H65 -21.566 -6.604 10.388  0.130
H66 -20.709 -11.751 13.856  0.132
H67 -15.213 0.567 10.390  0.086
H68 -24.307 -1.974 13.979  0.159
H69 -19.040 -9.734 12.102  0.082
H70 -17.924 0.121 7.571  0.094
H71 -18.423 -5.936 8.721  0.077
H72 -19.828 -4.954 9.213  0.083
H73 -26.346 -1.826 15.869  0.106
H74 -19.497 -11.187 15.754  0.124
H75 -20.971 0.882 17.711  0.110
H76 -28.824 -5.584 13.578  0.090
H77 -27.249 -7.093 18.128  0.137
H78 -19.673 -0.182 7.953  0.073
H79 -23.162 -8.874 16.147  0.146
H80 -20.131 -1.613 19.059  0.134
H81 -22.555 -0.523 14.283  0.099
H82 -26.656 -0.722 17.160  0.065
H83 -24.742 1.879 15.423  0.125
H84 -17.451 -1.151 11.465  0.133
H85 -18.406 -9.328 17.049  0.083